P) A cluster of 2 separate species, C4H12NO2S in total, computed with the ωB97M-V functional and the def2-TZVPD basis.

Results
* gap between HOMO and LUMO: 9.31 eV
* E_HOMO: -12.85 eV

```
! RIJCOSX wB97M-V def2-TZVPD def2/J DEFGRID3
* xyz 1 1
O -0.906 -2.414 0.849
C -0.483 -1.323 1.132
C -0.259 -0.305 0.019
C -1.532 0.602 0.033
C -1.242 1.961 0.599
S -0.325 3.093 -0.541
N -0.161 -1.093 -1.232
H -0.105 -1.114 2.142
H 0.618 0.306 0.151
H -1.919 0.648 -0.991
H -2.300 0.110 0.616
H -0.615 1.901 1.455
H -2.070 2.613 0.865
H 0.867 2.482 -0.472
H -0.464 -0.584 -2.062
H -0.826 -1.858 -1.115
H 0.730 -1.564 -1.405
H 3.595 -1.520 -0.712
H 4.022 -0.643 0.476
O 3.374 -1.299 0.194
*
```

Q) A cluster of 2 separate species, C4H12NO2S in total, computed with the ωB97M-V functional and the def2-TZVPD basis.

Results
* gap between HOMO and LUMO: 9.63 eV
* E_HOMO: -12.97 eV

```
! RIJCOSX wB97M-V def2-TZVPD def2/J DEFGRID3
* xyz 1 1
O -1.621 -0.169 2.426
C -1.286 -0.518 1.334
C -0.252 0.309 0.431
C 0.875 -0.641 0.320
C 2.186 -0.297 -0.465
S 1.565 0.904 -1.781
N -0.047 1.607 1.256
H -1.524 -1.417 0.770
H -0.755 0.590 -0.490
H 1.082 -0.940 1.402
H 0.615 -1.557 -0.197
H 2.659 -1.124 -0.933
H 2.972 0.205 0.081
H 1.048 0.020 -2.617
H -0.744 1.671 2.022
H -0.240 2.459 0.697
H 0.927 1.554 1.583
H -2.072 -0.870 -2.571
H -3.081 -1.194 -1.594
O -2.308 -0.591 -1.673
*
```

Short version: Q) is the least stable of them.

P) A cluster of 2 separate species, C5H13N2 in total, computed with the ωB97M-V functional and the def2-TZVPD basis.

Results
* gap between HOMO and LUMO: 7.36 eV
* E_HOMO: -13.80 eV

```
! RIJCOSX wB97M-V def2-TZVPD def2/J DEFGRID3
* xyz 1 1
C 2.765 -0.596 0.294
C 2.048 0.654 0.819
C 0.860 0.899 0.003
N -2.789 0.517 0.380
C -1.591 0.797 -0.202
C -0.398 0.626 0.454
N -0.797 -2.120 -1.290
H 3.617 -0.817 0.922
H 2.113 -1.455 0.189
H 2.677 1.527 0.962
H 1.700 0.364 1.813
H 0.951 1.577 -0.847
H -1.169 -1.182 -1.256
H -2.899 -0.371 0.854
H -3.323 1.270 0.802
H -1.717 1.249 -1.185
H -0.468 0.035 1.363
H 3.153 -0.364 -0.699
H -0.178 -2.163 -2.090
H -1.582 -2.743 -1.459
*
```

Q) The ion C5H13N2 with charge +1, computed with the ωB97M-V functional and the def2-TZVPD basis.

Results
* gap between HOMO and LUMO: 8.91 eV
* structure (SMILES): C[C@@H](N)C/C=C/[NH3+]
* E_HOMO: -12.70 eV

```
! RIJCOSX wB97M-V def2-TZVPD def2/J DEFGRID3
* xyz 1 1
C 1.111 0.790 -2.326
C 0.821 0.460 -0.774
N 1.070 1.568 0.138
C -0.689 0.087 -0.820
C -1.262 -0.238 0.532
C -0.493 -0.536 1.590
N -0.994 -1.682 2.413
H 0.286 0.662 -3.011
H 1.599 1.770 -2.314
H 1.736 -0.055 -2.676
H 1.364 -0.473 -0.484
H 2.070 1.677 0.242
H 0.673 2.386 -0.315
H -1.269 0.929 -1.193
H -0.859 -0.671 -1.580
H -2.317 -0.544 0.570
H 0.523 -0.291 1.861
H -1.700 -2.260 1.965
H -0.304 -2.283 2.891
H -1.367 -1.297 3.291
*
```

R) The ion C5H13N2 with charge +1, computed with the ωB97M-V functional and the def2-TZVPD basis.

Results
* gap between HOMO and LUMO: 10.99 eV
* structure (SMILES): CCCCNC=[NH2+]
* E_HOMO: -15.03 eV

```
! RIJCOSX wB97M-V def2-TZVPD def2/J DEFGRID3
* xyz 1 1
C -1.759 -1.413 1.162
C -0.455 -0.859 1.710
C 0.755 -0.984 0.788
C 0.673 -0.271 -0.545
N 0.659 1.202 -0.315
C 0.413 2.069 -1.251
N 0.640 1.751 -2.529
H -2.547 -1.250 1.888
H -1.724 -2.491 1.018
H -2.022 -0.937 0.215
H -0.239 -1.382 2.636
H -0.581 0.188 2.001
H 1.665 -0.682 1.314
H 0.888 -2.051 0.585
H -0.258 -0.490 -1.048
H 1.560 -0.521 -1.113
H 0.668 1.554 0.632
H -0.037 3.044 -1.128
H 1.503 1.273 -2.739
H 0.199 2.251 -3.282
*
```

Short version: P) is the least stable of them.

P) The ion C5H13N2 with charge +1, computed with the ωB97M-V functional and the def2-TZVPD basis.

Results
* gap between HOMO and LUMO: 11.03 eV
* structure (SMILES): NC[C@H]1CCC[NH2+]1
* E_HOMO: -14.05 eV

```
! RIJCOSX wB97M-V def2-TZVPD def2/J DEFGRID3
* xyz 1 1
N -0.841 1.770 1.544
C 0.446 1.170 1.184
C 0.303 0.694 -0.260
C 1.296 -0.425 -0.597
C 0.537 -1.716 -0.361
C -0.829 -1.414 -1.024
N -1.022 -0.002 -0.548
H -1.112 2.648 1.115
H -0.839 2.070 2.509
H 1.310 1.831 1.268
H 0.569 0.311 1.842
H 0.389 1.498 -0.986
H 1.602 -0.313 -1.637
H 2.246 -0.536 -0.064
H 1.026 -2.476 -0.978
H 0.481 -2.078 0.660
H -1.600 -2.120 -0.711
H -0.851 -1.540 -2.101
H -1.577 0.012 0.317
H -1.534 0.615 -1.174
*
```

Q) The ion C5H13N2 with charge +1, computed with the ωB97M-V functional and the def2-TZVPD basis.

Results
* gap between HOMO and LUMO: 7.17 eV
* structure (SMILES): CN/C=C/CC[NH3+]
* E_HOMO: -10.96 eV

```
! RIJCOSX wB97M-V def2-TZVPD def2/J DEFGRID3
* xyz 1 1
C -2.587 -0.947 -2.556
N -2.208 -0.458 -1.237
C -0.849 -0.553 -0.959
C -0.194 0.292 -0.124
C 1.207 0.136 0.201
C 1.451 0.035 1.798
N 2.246 1.149 2.285
H -3.243 -0.292 -3.257
H -1.720 -1.159 -3.164
H -3.175 -1.771 -2.219
H -2.827 0.272 -0.920
H -0.279 -1.480 -1.379
H -0.781 1.159 0.293
H 1.762 0.962 -0.336
H 1.472 -0.874 -0.116
H 0.424 0.145 2.306
H 1.833 -1.006 2.168
H 2.659 1.656 1.421
H 3.024 0.795 2.884
H 1.784 1.940 2.910
*
```

R) A structure of composition C5H13N2, computed with the ωB97M-V functional and the def2-TZVPD basis.

Results
* gap between HOMO and LUMO: 9.63 eV
* E_HOMO: -13.11 eV

```
! RIJCOSX wB97M-V def2-TZVPD def2/J DEFGRID3
* xyz 1 1
C 1.141 0.694 0.610
C 2.037 -1.700 0.591
C 0.870 -0.840 -1.387
C -1.344 1.631 -0.001
C 1.352 -0.474 -0.058
N 0.589 1.888 0.077
N -1.503 0.309 0.283
H 1.229 0.597 1.664
H 2.696 -2.044 -0.137
H 2.372 -1.237 1.482
H 1.192 -2.478 0.762
H 1.268 -0.080 -2.090
H 1.080 -1.946 -1.398
H -0.182 -0.639 -1.437
H -1.124 1.910 -1.058
H -2.142 2.372 0.439
H 1.157 2.228 -0.754
H 0.644 2.703 0.767
H -2.116 -0.106 1.111
H -1.018 -0.347 -0.304
*
```

S) The ion C5H13N2 with charge +1, computed with the ωB97M-V functional and the def2-TZVPD basis.

Results
* gap between HOMO and LUMO: 9.39 eV
* structure (SMILES): C=C(N)C[C@H](C)[NH3+]
* E_HOMO: -12.53 eV

```
! RIJCOSX wB97M-V def2-TZVPD def2/J DEFGRID3
* xyz 1 1
C 1.961 0.886 -0.514
C 1.467 -0.298 -0.074
N 2.191 -1.160 0.751
C 0.110 -0.785 -0.493
C -0.993 -0.129 0.393
C -2.360 -0.480 -0.235
N -0.833 1.385 0.329
H 1.582 1.382 -1.396
H 2.815 1.339 -0.026
H 2.448 -2.074 0.472
H 2.910 -0.629 1.213
H -0.020 -1.858 -0.379
H -0.022 -0.524 -1.545
H -0.984 -0.472 1.423
H -2.343 -0.458 -1.311
H -3.153 0.206 0.107
H -2.720 -1.384 0.255
H -0.923 1.755 1.277
H 0.213 1.512 0.197
H -1.345 1.786 -0.445
*
```

Short version: R) is the least stable of them.